(1)
ORCA calculation (ωB97M-V with the def2-TZVPD basis set) on a structure of composition C21H59AsCrF8N6O10S2 in a non-equilibrium geometry.

Each line ends with the Löwdin spin population.
Cartesian coordinates (Å):
Cr 22.306 -24.956 11.007  2.9517
As 21.407 -21.648 12.835  0.0010
F 22.868 -21.061 12.126  0.0009
F 22.363 -22.061 14.230  0.0002
F 20.068 -22.410 13.550  -0.0001
F 20.505 -21.229 11.443  0.0006
F 21.828 -23.257 12.085  0.0225
F 20.995 -20.137 13.518  0.0000
N 20.390 -25.238 10.743  0.0317
S 19.088 -25.386 11.715  0.0063
O 18.536 -26.685 11.838  0.0031
O 18.276 -24.246 11.856  0.0062
F 19.970 -25.316 13.071  0.0029
S 19.410 -25.285 9.327  0.0040
O 18.554 -24.189 9.091  0.0013
O 19.103 -26.574 8.828  0.0003
F 20.648 -24.873 8.373  0.0029
C 21.253 -24.720 16.717  0.0000
O 21.517 -24.370 15.353  -0.0002
H 22.057 -24.323 17.336  0.0000
H 20.327 -24.263 17.072  0.0000
H 21.120 -25.796 16.788  0.0000
H 21.806 -23.450 15.305  0.0000
C 23.748 -22.342 19.617  0.0000
C 23.816 -22.208 18.099  0.0000
C 22.696 -21.324 17.576  0.0000
O 21.458 -21.969 17.883  0.0000
C 20.391 -21.402 17.157  0.0000
N 25.133 -21.597 17.792  0.0000
H 24.557 -22.970 19.982  0.0000
H 22.776 -22.783 19.842  0.0000
H 23.772 -21.355 20.080  0.0000
H 23.763 -23.167 17.575  0.0000
H 22.769 -21.179 16.491  0.0000
H 22.674 -20.345 18.076  0.0000
H 19.474 -21.907 17.454  0.0000
H 20.569 -21.484 16.078  0.0000
H 20.242 -20.335 17.369  0.0000
H 25.318 -20.878 18.479  0.0000
H 25.068 -21.195 16.863  0.0000
C 26.190 -22.947 10.453  -0.0006
C 24.706 -23.232 10.571  0.0031
C 23.861 -22.749 9.425  0.0012
O 22.517 -23.173 9.678  0.0127
C 21.560 -22.392 8.942  0.0025
N 24.405 -24.705 10.739  -0.0102
H 26.409 -21.901 10.252  -0.0001
H 26.615 -23.541 9.634  0.0000
H 26.697 -23.221 11.379  0.0001
H 24.400 -22.696 11.472  0.0000
H 24.165 -23.145 8.449  0.0000
H 23.891 -21.657 9.438  -0.0002
H 21.790 -21.327 8.942  -0.0001
H 20.563 -22.640 9.278  0.0000
H 21.590 -22.643 7.874  0.0003
H 25.098 -25.009 11.426  0.0019
H 24.850 -25.041 9.877  0.0011
C 23.438 -27.065 14.618  -0.0032
C 23.349 -26.735 13.129  0.0004
C 22.485 -27.747 12.431  -0.0003
O 22.175 -27.185 11.143  0.0053
C 21.335 -28.096 10.403  0.0019
N 22.764 -25.363 12.976  -0.0534
H 24.116 -26.377 15.118  0.0001
H 23.744 -28.106 14.738  -0.0006
H 22.452 -27.032 15.081  0.0000
H 24.316 -26.773 12.622  0.0003
H 21.581 -27.976 13.004  0.0003
H 23.020 -28.686 12.274  -0.0002
H 21.821 -29.061 10.302  0.0001
H 20.947 -27.627 9.505  -0.0001
H 20.395 -28.225 10.953  0.0006
H 23.569 -24.829 13.322  0.0012
H 22.109 -25.190 13.766  0.0011
C 20.532 -17.741 9.760  0.0000
C 21.996 -17.733 10.148  0.0000
C 22.242 -17.189 11.556  0.0000
O 23.632 -17.104 11.824  0.0000
C 23.971 -15.966 12.569  0.0000
N 22.548 -19.118 10.049  -0.0001
H 20.121 -16.731 9.789  0.0000
H 19.891 -18.382 10.367  0.0000
H 20.500 -18.105 8.732  0.0000
H 22.580 -17.041 9.534  0.0000
H 21.814 -17.882 12.296  0.0000
H 21.702 -16.242 11.657  0.0000
H 25.036 -15.998 12.801  0.0000
H 23.421 -15.898 13.516  0.0000
H 23.821 -15.006 12.060  0.0000
H 22.013 -19.661 10.729  0.0000
H 23.391 -18.977 10.617  0.0000
C 27.899 -20.691 13.640  0.0000
C 26.542 -20.838 14.294  0.0000
C 26.022 -19.477 14.776  0.0000
O 24.764 -19.770 15.341  0.0000
C 23.842 -18.695 15.370  0.0000
N 25.556 -21.520 13.436  0.0000
H 28.684 -20.461 14.366  0.0000
H 27.949 -19.835 12.957  0.0000
H 28.232 -21.602 13.143  0.0000
H 26.659 -21.524 15.138  0.0000
H 25.961 -18.878 13.858  0.0000
H 26.714 -19.046 15.505  0.0000
H 23.042 -18.896 16.079  0.0000
H 23.406 -18.541 14.377  0.0000
H 24.338 -17.770 15.684  0.0000
H 24.688 -21.391 13.959  0.0000
H 25.398 -20.890 12.644  0.0000

Forces on the atoms, in the same order (eV/Å):
Cr 0.53 0.46 1.21
As -0.84 1.32 0.70
F 0.09 -0.11 -0.18
F 0.29 -0.28 -0.10
F -0.08 -0.32 -0.06
F 0.18 -0.42 -0.40
F 0.14 -0.33 -0.07
F 0.36 0.17 0.18
N -4.16 -0.22 -2.09
S 0.73 0.19 6.82
O 0.07 -0.41 -1.39
O -0.23 0.38 -1.08
F 0.11 -0.13 -0.63
S 3.03 1.02 -4.68
O -0.51 -0.03 1.18
O -0.29 -0.34 1.15
F 0.29 -0.58 0.50
C -0.16 0.46 -0.02
O 0.16 -0.48 -0.14
H -0.09 -0.49 0.20
H 0.01 0.03 -0.15
H 0.30 -0.08 -0.05
H -0.20 0.01 0.10
C -0.88 -0.56 -0.67
C 1.16 1.22 0.35
C -0.82 -0.42 0.45
O 0.11 0.20 -0.31
C -0.13 0.25 0.02
N -0.58 -0.75 -0.31
H 0.00 0.04 0.11
H 0.14 -0.09 0.40
H 0.15 0.01 0.01
H 0.00 -0.10 0.24
H 0.14 0.02 0.04
H 0.37 0.06 -0.11
H 0.02 -0.15 -0.16
H -0.20 -0.13 0.00
H 0.20 -0.01 0.14
H 0.06 0.19 -0.21
H 0.30 0.37 0.17
C 0.18 -0.84 -0.57
C -0.27 0.89 0.68
C 0.06 0.21 0.12
O 0.08 -0.53 0.04
C -0.39 0.05 -1.46
N 1.16 0.64 -0.41
H -0.20 0.07 0.03
H 0.13 0.13 0.00
H -0.03 0.08 0.04
H -0.37 -0.32 0.05
H 0.17 0.12 0.02
H -0.06 0.00 -0.29
H 0.03 0.01 0.87
H 0.03 0.32 0.38
H 0.19 -0.39 0.17
H -0.48 -0.26 0.33
H -0.65 -0.67 -0.03
C 0.07 -0.42 -0.34
C -0.69 -0.62 0.56
C 0.05 0.22 -0.13
O 0.46 0.35 -0.26
C -1.41 0.28 0.36
N 1.46 -0.97 0.12
H 0.02 -0.18 0.22
H 0.44 0.14 0.07
H -0.03 0.37 -0.07
H 0.14 0.27 0.22
H -0.22 0.24 -0.24
H 0.08 0.04 0.05
H 0.22 0.13 -0.37
H 0.87 -0.16 -0.38
H 0.26 -0.18 0.32
H -0.35 0.82 -0.51
H -0.66 0.14 -0.36
C 0.17 0.37 -0.50
C 0.13 -0.31 0.81
C -0.91 -0.55 0.20
O -0.10 0.36 -0.37
C 0.48 0.60 0.59
N 0.49 0.89 0.87
H -0.05 -0.03 -0.07
H 0.26 -0.09 0.20
H -0.28 0.05 0.00
H -0.12 -0.36 -0.52
H -0.18 0.07 -0.04
H 0.39 0.22 0.07
H -0.03 -0.25 0.00
H -0.03 -0.20 -0.02
H -0.26 -0.25 -0.35
H -0.32 0.05 -0.44
H 0.41 -0.52 -0.58
C 0.58 0.37 0.01
C 0.56 -0.59 0.38
C 0.12 -1.30 -0.53
O -0.39 0.37 0.31
C 0.19 0.49 -0.25
N -0.15 0.77 -0.24
H -0.21 -0.09 0.23
H -0.24 -0.25 -0.30
H -0.21 0.02 -0.15
H 0.01 0.28 0.23
H -0.27 0.43 0.29
H -0.11 0.25 -0.02
H 0.07 -0.27 0.01
H 0.02 0.02 0.01
H -0.01 -0.01 -0.01
H -0.10 -0.35 -0.13
H 0.05 -0.17 -0.12

molar mass	898.771	g/mol
energy	-184814.143	eV
multiplicity	4
LUMO level (alpha / beta)	-5.89 / -4.54	eV
frontier orbital gap (alpha / beta)	5.05 / 6.40	eV
total charge	+1
F_max	6.86	eV Å⁻¹


(2)
ORCA calculation (ωB97M-V with the def2-TZVPD basis set) on a cluster of 7 separate species, C21H59N3O10 in total in a non-equilibrium geometry.

Each line ends with the Löwdin charge.
Cartesian coordinates (Å):
C -1.607 0.314 -1.944  -0.1141
O -2.651 -0.280 -2.698  -0.1795
C -2.180 -1.408 -3.405  -0.2380
C -3.302 -2.250 -3.995  -0.2154
N -3.741 -1.655 -5.229  -0.0626
C -4.998 -2.259 -5.670  -0.2177
C -5.553 -1.605 -6.950  -0.2278
O -5.688 -0.208 -6.926  -0.2013
C -6.682 0.268 -6.028  -0.0995
H -1.365 -0.325 -1.094  0.0774
H -2.011 1.228 -1.510  0.0727
H -0.745 0.616 -2.539  0.0909
H -1.690 -2.039 -2.664  0.1117
H -1.372 -1.192 -4.104  0.1240
H -4.141 -2.197 -3.302  0.1141
H -3.113 -3.313 -4.141  0.1222
H -3.838 -0.650 -5.206  0.1115
H -5.753 -2.151 -4.891  0.0984
H -4.949 -3.347 -5.715  0.1184
H -6.472 -2.044 -7.340  0.1168
H -4.794 -1.722 -7.724  0.1204
H -7.587 -0.282 -6.286  0.0832
H -6.880 1.298 -6.326  0.0892
H -6.446 0.136 -4.972  0.0847
C 1.595 3.176 3.166  -0.0914
O 2.398 3.930 2.263  -0.1937
C 3.594 4.334 2.920  -0.2192
C 4.665 4.840 1.915  -0.1769
N 4.161 5.983 1.145  -0.0698
C 4.274 7.254 1.810  -0.1953
C 3.631 8.374 0.924  -0.2691
O 2.312 8.114 0.857  -0.1723
C 1.693 8.583 -0.302  -0.1020
H 0.624 3.015 2.697  0.0778
H 1.426 3.621 4.147  0.0947
H 1.982 2.161 3.257  0.0766
H 3.953 3.526 3.559  0.1144
H 3.357 5.122 3.635  0.1127
H 4.888 4.007 1.249  0.1030
H 5.642 5.043 2.355  0.1148
H 3.161 5.848 1.096  0.0738
H 5.339 7.362 2.016  0.1191
H 3.680 7.303 2.722  0.1118
H 4.097 8.447 -0.059  0.1170
H 3.876 9.336 1.372  0.1175
H 1.681 9.673 -0.324  0.0886
H 0.642 8.306 -0.382  0.0894
H 2.230 8.198 -1.168  0.0895
C 1.018 -9.268 0.013  -0.1077
O 1.244 -8.272 1.013  -0.2118
C 1.069 -8.708 2.374  -0.2017
C 1.770 -7.652 3.253  -0.2082
N 1.184 -6.311 3.231  -0.0727
C -0.238 -6.158 3.626  -0.2049
C -0.742 -4.714 3.755  -0.1702
O -0.365 -3.928 2.526  -0.2032
C -0.570 -2.485 2.610  -0.0917
H 1.035 -8.812 -0.977  0.0854
H 0.096 -9.842 0.109  0.0813
H 1.817 -10.006 0.080  0.0784
H 1.750 -9.556 2.440  0.1144
H 0.025 -8.837 2.658  0.1157
H 2.811 -7.605 2.933  0.1155
H 1.789 -7.909 4.312  0.1107
H 1.349 -5.929 2.310  0.0948
H -0.254 -6.579 4.631  0.1200
H -0.871 -6.625 2.871  0.1091
H -0.293 -4.355 4.681  0.1101
H -1.813 -4.748 3.958  0.1128
H 0.088 -1.977 3.314  0.0851
H -1.616 -2.231 2.785  0.0829
H -0.382 -2.081 1.615  0.0663
C 3.000 0.067 1.073  -0.1020
O 1.806 -0.730 1.094  -0.1451
H 2.689 0.951 0.516  0.0709
H 3.198 0.429 2.082  0.0736
H 3.895 -0.394 0.655  0.0899
H 2.059 -1.652 1.173  0.0926
C 2.371 3.798 -1.270  -0.1423
O 1.241 3.017 -1.054  -0.1302
H 2.495 4.392 -0.364  0.0567
H 3.240 3.143 -1.318  0.0848
H 2.317 4.389 -2.185  0.0877
H 0.440 3.518 -1.227  0.0939
C -3.137 1.626 1.350  -0.1811
O -2.063 1.854 2.218  -0.1527
H -3.111 2.281 0.479  0.0659
H -3.068 0.584 1.037  0.0728
H -4.069 1.830 1.878  0.0759
H -1.220 1.626 1.819  -0.0129
O -0.148 1.110 0.686  -0.0339
H 0.526 0.439 0.796  0.0091
H 0.296 1.823 0.227  0.0259

Forces on the atoms, in the same order (eV/Å):
C -0.92 0.38 0.40
O 0.00 0.30 -0.86
C 0.55 -1.56 1.18
C -0.53 1.71 0.11
N -0.50 -0.97 -1.67
C -0.78 1.00 0.24
C 1.37 -0.39 -0.61
O 0.22 0.63 1.00
C -0.33 -0.37 -1.25
H 0.46 -0.12 -0.15
H -0.11 -0.01 -0.04
H 0.21 -0.38 -0.13
H 0.22 -0.34 0.30
H -0.24 0.43 -0.50
H -0.10 -0.17 0.70
H 0.62 0.11 -0.05
H 0.04 0.05 0.30
H -0.43 0.29 0.47
H 0.51 -0.06 -0.66
H -0.26 -0.36 0.39
H 0.03 -0.36 -0.12
H -0.43 -0.11 0.43
H 0.24 0.09 0.46
H 0.13 0.17 0.01
C -0.67 -0.54 -0.99
O 0.34 0.05 0.49
C 0.71 0.41 0.27
C -1.07 -0.62 -0.02
N -0.28 -0.62 -0.10
C -0.10 0.78 -0.69
C 3.25 -0.23 0.82
O -2.48 -0.78 0.27
C -0.19 0.50 -0.52
H -0.07 0.37 -0.04
H 0.31 0.27 -0.01
H 0.42 -0.05 0.38
H 0.35 -0.39 -0.21
H -0.14 0.39 0.05
H -0.21 -0.04 -0.36
H -0.22 0.34 0.47
H -0.27 -0.32 -0.56
H -0.07 0.75 0.12
H 0.19 -0.04 0.55
H 0.10 -0.51 -0.35
H -0.28 0.39 0.39
H 0.26 0.28 -0.12
H 0.13 -0.47 0.44
H -0.03 0.08 -0.28
C 0.48 -0.08 0.60
O -1.03 0.20 -0.21
C 1.85 0.78 -0.59
C -1.12 0.57 0.25
N 0.20 0.85 -0.31
C 1.13 0.18 -1.04
C 1.49 0.45 -0.92
O -0.72 -0.13 2.04
C -0.30 -1.09 -0.49
H 0.06 0.21 0.22
H -0.38 0.30 0.29
H 0.25 -0.15 -0.16
H -0.73 -0.87 0.51
H 0.02 -0.44 -0.18
H -0.04 0.25 -0.09
H -0.09 -0.71 0.01
H -0.28 0.27 -0.05
H -0.76 -0.38 -0.11
H -0.37 -0.61 0.34
H 0.36 0.85 -0.25
H -0.23 0.21 -0.53
H 0.00 -0.23 0.22
H -0.09 -0.13 0.46
H 0.28 -0.22 -0.03
C -0.88 0.88 0.36
O 0.92 -0.46 -0.14
H 0.53 0.07 -0.28
H 0.28 -0.18 0.14
H -0.30 -0.19 -0.15
H -0.24 -0.14 0.09
C 0.82 0.49 0.77
O -1.28 -1.26 -0.24
H 0.35 0.55 -0.35
H -0.08 -0.09 -0.18
H 0.00 0.11 0.07
H 0.06 0.18 -0.06
C 0.58 -0.29 0.03
O -0.64 1.00 1.50
H 0.00 0.05 -0.26
H -0.58 -0.11 -0.36
H 0.04 -0.19 0.06
H 0.08 -0.34 -0.59
O -0.17 0.18 -0.14
H 0.26 -0.69 0.15
H 0.35 0.44 -0.35

molar mass	513.714	g/mol
energy relative to the best compared isomer or geometry (same formula, charge and spin)	99.12	kcal/mol
energy	-47672.360	eV
SMILES	COCCNCCOC.COCCNCCOC.COCCNCCOC.CO.CO.CO.O
LUMO level	0.57	eV
frontier orbital gap	9.02	eV
F_max	3.36	eV Å⁻¹